Record 1
Below is a single C16H26N4O2S molecule at a distorted geometry, with properties calculated with wB97M-V/def2-TZVPD.

As for the SMILES: CCCc1nnc(NC(=O)CCC(=O)NC2CCCCCC2)s1. The calculation puts the total energy at -37906.1085 eV. Its HOMO-LUMO gap is 0.3490 Eh. The value obtained for the LUMO energy is 0.60 eV. For the highest occupied orbital energy, the calculation gives -8.89 eV. The largest force on an atom comes out at 1.74 eV/Å.

Last column: Löwdin charge in e.
Positions of all 49 atoms, in Å:
C (3.34583, -0.81317, -1.80558)  -0.103
C (3.01709, -0.80446, -3.29262)  -0.265
H (2.53865, 0.14086, -3.55922)  0.093
H (3.93746, -0.89121, -3.87304)  0.106
C (2.08377, -1.96044, -3.67184)  -0.209
C (0.77275, -1.84402, -2.99076)  -0.601
N (0.31703, -2.69011, -2.14087)  0.003
N (-0.87023, -2.37653, -1.63291)  0.003
C (-1.33974, -1.26681, -2.09681)  -0.588
N (-2.52787, -0.72411, -1.69477)  0.123
C (-2.93179, 0.51977, -2.09554)  -0.486
O (-2.31115, 1.16099, -2.91509)  0.005
C (-4.16757, 1.02291, -1.38313)  -0.083
H (-4.83786, 0.19425, -1.15516)  0.123
H (-4.67372, 1.74609, -2.02217)  0.126
C (-3.73327, 1.69927, -0.07269)  -0.079
C (-3.01522, 0.68173, 0.80752)  -0.502
O (-3.45763, -0.44163, 0.97461)  0.044
N (-1.86483, 1.10408, 1.35234)  0.110
H (-1.51056, 2.02201, 1.13286)  0.146
C (-0.98368, 0.23373, 2.11891)  -0.296
C (0.06266, -0.36684, 1.16725)  -0.145
H (-0.43379, -1.15184, 0.59356)  0.096
C (1.30004, -0.95197, 1.84773)  -0.185
C (2.40598, 0.07874, 2.06962)  -0.212
C (2.12384, 1.08158, 3.18484)  -0.210
C (0.81890, 1.85929, 3.01695)  -0.196
H (0.83471, 2.69775, 3.71749)  0.108
C (-0.41889, 1.00908, 3.31274)  -0.145
H (-0.17518, 0.30379, 4.10790)  0.114
H (-1.22185, 1.64740, 3.69055)  0.114
H (0.76754, 2.27903, 2.01075)  0.110
H (2.09961, 0.55873, 4.14385)  0.112
H (2.95421, 1.79130, 3.22223)  0.107
H (3.33227, -0.44731, 2.31245)  0.109
H (2.57735, 0.61859, 1.13495)  0.104
H (1.69718, -1.73877, 1.20292)  0.106
H (1.02202, -1.41751, 2.79362)  0.118
H (0.38034, 0.40157, 0.45626)  0.115
H (-1.62336, -0.57176, 2.49465)  0.149
H (-3.09138, 2.55407, -0.28848)  0.118
H (-4.62035, 2.05057, 0.45814)  0.127
H (-3.00977, -1.20037, -0.93710)  0.141
S (-0.30547, -0.47393, -3.26050)  1.140
H (2.52896, -2.91404, -3.38412)  0.119
H (1.92590, -1.95697, -4.75316)  0.112
H (4.00202, 0.01702, -1.55457)  0.072
H (2.43741, -0.72928, -1.21395)  0.051
H (3.84163, -1.74110, -1.53064)  0.080

Forces on atoms 1 to 3 (eV/Å):
0.01 0.12 -0.22
0.04 -0.18 0.10
0.08 0.04 -0.07

Record 2
Below is a single C16H26N6O5S molecule, with properties calculated with wB97M-V/def2-TZVPD.

As for the SMILES: CS[C@]1(C(=O)NCCOCCN(C)C(=O)Cn2cnc(C(N)=O)n2)C[C@H](O)C1. The calculation puts the total energy at -47027.5884 eV. Its HOMO-LUMO gap is 0.3463 Eh. The value obtained for the LUMO energy is 0.25 eV. For the highest occupied orbital energy, the calculation gives -9.17 eV. The largest force on an atom comes out at 0.09 eV/Å.

Last column: Löwdin charge in e.
Positions of all 54 atoms, in Å:
C (-3.22105, 4.27709, -1.93144)  -0.403
S (-2.97337, 2.99041, -0.69496)  0.902
C (-4.45174, 1.93483, -0.85858)  -0.586
C (-4.07815, 0.45268, -0.73148)  -0.497
O (-4.85734, -0.34436, -0.23539)  0.075
N (-2.90304, 0.07595, -1.28456)  0.059
C (-2.43369, -1.28934, -1.15529)  -0.143
C (-1.80524, -1.54570, 0.19839)  -0.200
O (-0.70003, -0.67387, 0.33602)  -0.152
C (-0.12600, -0.72028, 1.62766)  -0.191
C (0.99461, 0.29442, 1.69515)  -0.116
N (2.07352, 0.01108, 0.75550)  -0.089
C (2.02369, 0.69526, -0.52578)  -0.025
C (2.99231, -0.90926, 1.12316)  -0.428
O (2.94039, -1.49559, 2.19126)  0.064
C (4.10668, -1.20979, 0.11911)  -0.036
N (5.15129, -2.01807, 0.69793)  -0.114
C (5.09120, -3.19218, 1.34934)  -0.124
N (6.29938, -3.58297, 1.68018)  0.132
C (7.08533, -2.58177, 1.19678)  -0.286
C (8.57563, -2.58238, 1.34238)  -0.504
N (9.03051, -3.66570, 2.01456)  0.164
O (9.28220, -1.70252, 0.90019)  0.059
N (6.43173, -1.61490, 0.59466)  0.186
C (-5.67153, 2.27893, 0.02516)  -0.087
C (-6.58819, 1.93457, -1.16018)  -0.355
O (-7.71876, 2.73350, -1.40616)  -0.010
C (-5.37685, 2.07615, -2.10625)  -0.067
H (-2.35902, 4.93554, -1.83540)  0.032
H (-3.24221, 3.87292, -2.94070)  0.040
H (-4.11895, 4.86274, -1.73916)  0.037
H (-2.23322, 0.80275, -1.48167)  0.079
H (-3.27866, -1.96166, -1.29558)  0.127
H (-1.70324, -1.47586, -1.94325)  0.126
H (-2.54049, -1.35474, 0.98846)  0.128
H (-1.48169, -2.59164, 0.27387)  0.131
H (-0.88079, -0.47813, 2.38677)  0.133
H (0.26305, -1.72233, 1.83990)  0.129
H (0.60420, 1.28560, 1.45932)  0.131
H (1.40233, 0.30586, 2.70487)  0.130
H (2.83015, 0.37671, -1.17794)  0.076
H (1.07569, 0.48279, -1.01893)  0.086
H (2.11056, 1.77413, -0.38006)  0.098
H (3.68127, -1.71202, -0.75316)  0.140
H (4.59646, -0.30028, -0.22063)  0.129
H (4.16526, -3.69370, 1.57028)  0.131
H (8.38312, -4.35254, 2.36064)  0.086
H (10.01788, -3.75495, 2.17211)  0.110
H (-5.78929, 1.71616, 0.94734)  0.119
H (-5.68710, 3.35246, 0.22777)  0.117
H (-6.93747, 0.90797, -1.10359)  0.148
H (-7.45860, 3.65998, -1.37016)  0.088
H (-5.34870, 3.08406, -2.51972)  0.096
H (-5.24400, 1.35201, -2.90874)  0.125

Forces on atoms 1 to 3 (eV/Å):
-0.02 0.04 0.05
0.04 -0.05 -0.04
0.02 0.00 -0.09

Q: largest force on an atom of number 1 (C16H26N4O2S)?
A: 1.74 eV/Å

Q: Among the records above, which one has the lowest highest occupied orbital energy?
A: C16H26N6O5S

Q: What is the highest occupied orbital energy in the first record?
A: -8.89 eV

Q: Which of these has the highest highest occupied orbital energy?
A: C16H26N4O2S